# 1
C41H83ClN2O13P | the ωB97M-V functional and the def2-TZVPD basis

Values from the calculation:
Lowest unoccupied orbital energy, eV: -3.48
Charge: +1
HOMO level, eV: -10.25

Positions of all 141 atoms, in Å:
C  -3.495  2.023  7.388
O  -4.102  0.813  6.951
C  -3.337  -0.341  7.271
C  -3.098  -1.261  6.013
C  -3.303  -0.492  4.656
C  -2.064  0.438  4.478
C  -2.238  1.508  3.332
C  -1.360  1.029  2.115
N  -0.719  2.134  1.328
C  -0.231  3.221  2.223
P  0.761  4.582  1.371
O  1.837  5.084  2.576
Cl  1.989  3.635  -0.052
C  -1.518  3.737  2.970
O  -1.320  5.002  3.532
N  -2.550  5.505  3.995
O  -3.030  6.165  3.165
O  -1.847  2.760  3.920
H  -3.773  2.800  6.640
H  -3.864  2.357  8.384
H  -2.386  1.989  7.421
H  -2.359  -0.107  7.750
H  -3.890  -0.952  8.021
H  -2.064  -1.668  6.077
H  -3.778  -2.131  6.078
H  -3.254  -1.277  3.865
H  -4.276  0.023  4.618
H  -1.111  -0.125  4.375
H  -1.952  1.012  5.426
H  -3.289  1.597  2.993
H  -0.574  0.292  2.361
H  -2.048  0.505  1.411
H  -1.387  2.548  0.661
H  0.063  1.795  0.752
H  0.376  2.722  3.020
H  2.008  4.333  3.161
H  -2.303  3.853  2.173
C  1.072  2.056  -3.785
C  1.793  0.874  -4.407
C  1.031  -0.300  -3.823
O  -0.317  0.147  -3.611
C  -0.367  1.570  -3.761
H  1.197  2.988  -4.337
H  1.431  2.214  -2.762
H  1.671  0.895  -5.493
H  2.859  0.842  -4.184
H  1.443  -0.601  -2.853
H  1.031  -1.168  -4.484
H  -0.876  1.792  -4.705
H  -0.947  2.005  -2.943
C  1.105  -1.621  -9.802
C  -0.109  -0.855  -9.311
C  -0.003  -1.028  -7.806
O  1.394  -1.134  -7.500
C  2.127  -1.315  -8.722
H  1.438  -1.327  -10.797
H  0.888  -2.693  -9.818
H  -0.012  0.203  -9.574
H  -1.053  -1.220  -9.715
H  -0.492  -1.951  -7.476
H  -0.435  -0.190  -7.255
H  2.663  -0.384  -8.935
H  2.858  -2.116  -8.596
C  6.291  -5.248  -7.417
C  6.681  -3.784  -7.340
C  6.077  -3.229  -8.617
O  4.910  -4.015  -8.897
C  4.911  -5.171  -8.048
H  6.289  -5.755  -6.452
H  6.977  -5.781  -8.081
H  6.208  -3.319  -6.469
H  7.756  -3.619  -7.270
H  6.766  -3.336  -9.461
H  5.797  -2.178  -8.528
H  4.134  -5.032  -7.288
H  4.667  -6.056  -8.637
C  11.322  -4.810  -4.434
C  11.716  -3.346  -4.352
C  11.117  -2.787  -5.631
O  9.951  -3.570  -5.915
C  9.946  -4.728  -5.070
H  11.315  -5.319  -3.470
H  12.010  -5.343  -5.097
H  11.240  -2.882  -3.482
H  12.791  -3.182  -4.279
H  11.809  -2.893  -6.474
H  10.838  -1.736  -5.541
H  9.166  -4.591  -4.314
H  9.701  -5.612  -5.661
C  8.955  -8.638  -2.731
C  7.561  -8.392  -2.185
C  7.165  -7.114  -2.902
O  7.831  -7.127  -4.170
C  8.814  -8.172  -4.169
H  9.283  -9.674  -2.651
H  9.678  -8.009  -2.203
H  6.896  -9.209  -2.482
H  7.523  -8.300  -1.100
H  7.503  -6.228  -2.352
H  6.087  -7.035  -3.058
H  8.449  -8.979  -4.814
H  9.751  -7.794  -4.583
C  -6.685  5.155  1.255
C  -7.007  3.684  1.441
C  -5.975  3.016  0.549
O  -4.820  3.871  0.550
C  -5.173  5.132  1.143
H  -7.039  5.789  2.068
H  -7.126  5.517  0.322
H  -6.838  3.397  2.483
H  -8.031  3.422  1.176
H  -6.333  2.930  -0.481
H  -5.694  2.021  0.903
H  -4.708  5.181  2.129
H  -4.781  5.946  0.532
C  -7.349  6.403  6.947
C  -6.408  6.307  5.760
C  -6.460  4.823  5.442
O  -7.762  4.364  5.815
C  -8.413  5.382  6.586
H  -7.756  7.401  7.108
H  -6.829  6.095  7.859
H  -6.807  6.884  4.920
H  -5.399  6.664  5.968
H  -5.725  4.263  6.032
H  -6.286  4.613  4.383
H  -9.197  5.827  5.965
H  -8.878  4.932  7.464
C  -8.632  1.835  8.811
C  -8.500  0.599  9.682
C  -7.134  0.805  10.315
O  -6.943  2.221  10.426
C  -7.955  2.891  9.666
H  -9.661  2.088  8.559
H  -8.077  1.695  7.879
H  -9.275  0.603  10.454
H  -8.575  -0.338  9.131
H  -6.337  0.404  9.679
H  -7.054  0.348  11.302
H  -8.661  3.345  10.370
H  -7.498  3.685  9.070

Atom charges from the Mulliken analysis, given in e for atoms 1 to 8: atom 1 (C): -0.594, atom 2 (O): -0.289, atom 3 (C): -0.520, atom 4 (C): -0.826, atom 5 (C): -0.583, atom 6 (C): -1.011, atom 7 (C): 1.068, atom 8 (C): -1.144

# 2
C3H5N3O | the ωB97M-V functional and the def2-TZVPD basis

Values from the calculation:
Lowest unoccupied orbital energy, eV: 0.51
Energy above the lowest of the compared OMol25 structures with the same formula, charge and spin, eV: 2.698
HOMO level, eV: -7.49

Positions of all 12 atoms, in Å:
N  -1.784  -0.675  0.880
C  -0.608  -0.219  0.295
N  0.581  -0.809  0.279
C  1.521  0.038  -0.332
O  2.619  -0.654  -0.392
C  0.876  1.204  -0.671
N  -0.488  0.991  -0.291
H  -1.727  -1.655  1.135
H  -2.613  -0.506  0.318
H  1.616  -1.515  0.215
H  1.162  2.074  -1.247
H  -1.174  1.728  -0.184

Atom charges from the natural (NBO) analysis, given in e for atoms 1 to 8: atom 1 (N): -0.806, atom 2 (C): 0.570, atom 3 (N): -0.634, atom 4 (C): 0.467, atom 5 (O): -0.728, atom 6 (C): -0.277, atom 7 (N): -0.529, atom 8 (H): 0.398

# 3
C21H12BrCl2INOS3W | the ωB97M-V functional and the def2-TZVPD basis

Values from the calculation:
Lowest unoccupied orbital energy, eV: -4.89
Charge: +1
Energy above the lowest of the compared OMol25 structures with the same formula, charge and spin, eV: 0.514
HOMO level, eV: -11.19

Positions of all 43 atoms, in Å:
W  0.334  -0.402  -0.234
Cl  -3.301  -3.143  1.386
C  -2.602  -1.876  2.304
C  -2.940  -1.709  3.665
C  -2.376  -0.712  4.404
Cl  -2.748  -0.582  6.081
C  -1.475  0.216  3.812
C  -0.867  1.307  4.466
C  0.009  2.098  3.774
C  0.296  1.806  2.432
N  -0.258  0.801  1.785
C  -1.140  0.015  2.469
C  -1.688  -1.044  1.729
O  -1.208  -1.185  0.472
H  -3.638  -2.397  4.120
H  -1.102  1.509  5.502
H  0.491  2.941  4.246
H  1.002  2.410  1.876
S  1.607  -1.729  1.225
C  3.163  -1.343  0.497
C  4.214  -2.259  0.610
C  5.435  -1.982  0.032
C  5.621  -0.797  -0.682
C  4.599  0.123  -0.785
C  3.364  -0.131  -0.182
S  2.136  1.140  -0.166
H  4.050  -3.184  1.147
H  6.247  -2.689  0.130
H  6.573  -0.593  -1.153
H  4.740  1.047  -1.330
Br  -2.626  -1.301  -2.254
C  -2.487  0.103  -3.491
C  -2.870  -0.115  -4.806
C  -2.852  0.931  -5.717
C  -2.476  2.204  -5.320
C  -2.071  2.432  -4.013
C  -2.063  1.375  -3.121
I  -1.361  1.808  -1.181
H  -3.191  -1.103  -5.105
H  -3.143  0.745  -6.742
H  -2.494  3.026  -6.022
H  -1.774  3.422  -3.695
S  0.870  -1.182  -2.164

Atom charges from the natural (NBO) analysis, given in e for atoms 1 to 8: atom 1 (W): 0.795, atom 2 (Cl): 0.086, atom 3 (C): -0.052, atom 4 (C): -0.223, atom 5 (C): -0.018, atom 6 (Cl): 0.064, atom 7 (C): -0.048, atom 8 (C): -0.087

# 4
C28H48N6O4 | the ωB97M-V functional and the def2-TZVPD basis

Values from the calculation:
Lowest unoccupied orbital energy, eV: 0.11
SMILES: CCCCCCCCC[C@H]1OC(=O)O[C@@]1(O)CCCC.CC#N.CC#N.CC#N.CC#N.CC#N.CC#N
HOMO level, eV: -10.12

Positions of all 86 atoms, in Å:
C  7.232  -2.600  -0.465
C  6.044  -1.593  0.054
C  5.978  -0.354  -1.066
C  4.794  -0.682  -2.151
C  3.424  0.216  -1.967
C  3.009  0.508  -0.407
C  1.596  1.387  -0.407
C  0.279  0.466  -0.855
C  -1.058  1.014  -0.081
C  -2.408  1.112  -1.005
O  -2.234  1.212  -2.493
C  -2.457  -0.157  -3.066
O  -2.454  -0.489  -4.382
O  -2.738  -1.045  -1.889
C  -3.494  -0.121  -1.017
O  -4.537  0.375  -1.939
C  -4.145  -0.662  0.386
C  -4.845  -2.150  0.295
C  -6.098  -2.231  -0.790
C  -5.626  -2.824  -2.273
H  8.212  -2.012  -0.749
H  7.477  -3.455  0.308
H  6.839  -3.136  -1.456
H  4.984  -2.110  0.016
H  6.185  -1.199  1.154
H  7.041  -0.273  -1.577
H  5.826  0.644  -0.462
H  5.224  -0.394  -3.226
H  4.620  -1.839  -2.175
H  2.553  -0.330  -2.573
H  3.635  1.243  -2.538
H  2.810  -0.499  0.194
H  3.807  1.187  0.165
H  1.791  2.282  -1.172
H  1.480  1.856  0.667
H  0.521  -0.652  -0.535
H  0.236  0.512  -2.023
H  -0.810  2.114  0.294
H  -1.222  0.381  0.917
H  -3.019  1.991  -0.480
H  -5.392  0.570  -1.455
H  -3.396  -0.585  1.313
H  -5.026  0.096  0.655
H  -4.026  -2.966  0.109
H  -5.339  -2.376  1.357
H  -6.943  -2.988  -0.418
H  -6.633  -1.198  -0.941
H  -4.927  -2.083  -2.859
H  -6.584  -2.977  -2.967
H  -5.037  -3.845  -2.182
C  -3.052  4.947  1.874
C  -2.739  3.498  2.209
N  -2.479  2.295  2.487
H  -4.048  5.208  2.244
H  -2.315  5.605  2.342
H  -3.024  5.094  0.791
C  2.403  -0.212  4.152
C  2.559  0.994  3.241
N  2.689  1.995  2.484
H  2.591  0.078  5.189
H  1.387  -0.610  4.073
H  3.114  -0.991  3.865
C  2.025  2.917  -4.759
C  2.403  3.947  -3.707
N  2.717  4.801  -2.834
H  0.942  2.920  -4.911
H  2.518  3.154  -5.706
H  2.337  1.921  -4.435
C  3.225  -5.377  -0.215
C  3.603  -4.347  0.837
N  3.917  -3.493  1.710
H  2.142  -5.374  -0.366
H  3.718  -5.140  -1.162
H  3.537  -6.373  0.109
C  -0.597  -3.421  1.683
C  -0.442  -4.789  1.037
N  -0.314  -5.923  0.502
H  -1.353  -3.465  2.472
H  0.355  -3.105  2.119
H  -0.907  -2.688  0.933
C  -5.397  5.678  5.301
C  -5.241  6.884  4.389
N  -5.111  7.885  3.633
H  -5.209  5.968  6.338
H  -6.413  5.280  5.221
H  -4.686  4.899  5.013

Atom charges from the Mulliken analysis, given in e for atoms 1 to 8: atom 1 (C): -1.014, atom 2 (C): 0.081, atom 3 (C): -0.555, atom 4 (C): -0.727, atom 5 (C): -0.091, atom 6 (C): -0.189, atom 7 (C): -0.436, atom 8 (C): -0.206

# 5
C17H24N5O2SSe3TeYb | the ωB97M-V functional and the def2-TZVPD basis

Values from the calculation:
Multiplicity: 2
Lowest unoccupied orbital energy (spin up / spin down), eV: -1.09 / -1.53
Energy above the lowest of the compared OMol25 structures with the same formula, charge and spin, eV: 0.239
HOMO level (spin up / spin down), eV: -6.50 / -6.44

Positions of all 54 atoms, in Å:
Yb  9.315  10.218  9.745
C  7.669  12.668  6.572
C  7.568  11.827  7.826
N  7.753  10.535  7.860
N  8.265  9.914  6.758
C  9.608  9.990  6.525
N  10.012  9.087  5.614
S  10.680  11.013  7.396
C  7.422  12.517  9.124
C  7.247  13.918  9.333
C  7.607  14.476  10.577
C  7.957  13.650  11.639
C  7.881  12.315  11.423
N  7.680  11.792  10.226
H  7.850  11.967  5.709
H  8.481  13.328  6.629
H  6.750  13.286  6.431
H  7.602  9.478  6.081
H  9.432  8.323  5.275
H  11.022  8.988  5.555
H  7.000  14.601  8.534
H  7.555  15.555  10.668
H  8.019  14.125  12.612
H  7.994  11.632  12.248
Se  9.449  9.394  13.258
Se  10.917  10.987  14.251
Te  11.679  13.107  12.900
Se  11.519  12.161  10.687
O  8.302  8.424  10.154
C  8.318  7.203  10.826
C  8.135  5.993  9.867
C  9.084  6.073  8.654
C  10.511  6.190  9.133
C  11.101  5.055  9.714
C  12.371  5.202  10.252
C  13.127  6.410  9.998
C  12.496  7.339  9.182
N  11.167  7.330  8.954
H  6.650  8.958  10.497
H  7.522  7.153  11.525
H  9.231  7.135  11.438
H  7.113  6.126  9.533
H  8.422  5.088  10.460
H  8.856  6.961  8.115
H  8.996  5.136  8.053
H  10.578  4.119  9.744
H  12.890  4.436  10.762
H  14.185  6.591  10.295
H  13.017  8.172  8.734
C  4.806  8.828  10.116
O  5.836  9.114  11.057
H  4.329  7.860  10.358
H  5.100  8.937  9.076
H  4.026  9.558  10.343

Atom charges from the natural (NBO) analysis, given in e for atoms 1 to 8: atom 1 (Yb): 1.209, atom 2 (C): -0.697, atom 3 (C): 0.379, atom 4 (N): -0.329, atom 5 (N): -0.472, atom 6 (C): 0.313, atom 7 (N): -0.786, atom 8 (S): -0.209

# 6
C13H32BaO3SSi | the ωB97M-V functional and the def2-TZVPD basis

Values from the calculation:
Lowest unoccupied orbital energy, eV: -0.42
Energy above the lowest of the compared OMol25 structures with the same formula, charge and spin, eV: 0.000
HOMO level, eV: -6.91

Positions of all 51 atoms, in Å:
Ba  -0.416  -0.246  -3.466
C  -0.633  -0.274  -6.296
H  0.413  -0.081  -5.974
H  -0.783  -1.341  -6.505
H  -0.781  0.306  -7.221
H  -1.443  0.111  -5.602
H  -2.913  -0.113  -3.318
C  -1.508  2.706  -1.596
C  -0.428  2.124  -0.681
C  0.899  2.854  -0.828
C  -0.866  2.124  0.764
O  -0.240  0.723  -1.158
Si  0.445  -0.516  -0.216
S  0.898  -1.933  -1.589
O  1.714  0.216  0.549
C  2.410  0.122  1.840
C  3.564  -0.871  1.724
C  2.951  1.521  2.129
C  1.461  -0.301  2.951
O  -0.642  -0.865  0.978
C  -1.514  -1.995  1.174
C  -0.690  -3.260  1.370
C  -2.313  -1.726  2.445
C  -2.450  -2.161  -0.018
H  -1.752  3.724  -1.259
H  -2.423  2.088  -1.566
H  -1.145  2.778  -2.641
H  0.789  3.908  -0.536
H  1.676  2.408  -0.195
H  1.254  2.831  -1.863
H  -1.763  1.525  0.913
H  -0.079  1.792  1.440
H  -1.129  3.146  1.087
H  4.266  -0.571  0.930
H  4.092  -0.855  2.687
H  3.213  -1.890  1.521
H  2.130  2.247  2.204
H  3.496  1.516  3.086
H  3.653  1.826  1.334
H  0.590  0.364  3.008
H  1.142  -1.344  2.830
H  1.988  -0.232  3.915
H  -0.011  -3.163  2.226
H  -1.371  -4.100  1.569
H  -0.094  -3.491  0.478
H  -2.927  -0.825  2.357
H  -2.991  -2.564  2.654
H  -1.658  -1.610  3.314
H  -2.975  -1.223  -0.239
H  -1.893  -2.478  -0.909
H  -3.210  -2.929  0.200

Atom charges from the Mulliken analysis, given in e for atoms 1 to 8: atom 1 (Ba): 1.172, atom 2 (C): -1.091, atom 3 (H): 0.226, atom 4 (H): 0.353, atom 5 (H): 0.302, atom 6 (H): 0.234, atom 7 (H): -0.317, atom 8 (C): -1.669

# 7
C5H5Cl3 | the ωB97M-V functional and the def2-TZVPD basis

Values from the calculation:
Lowest unoccupied orbital energy, eV: 0.38
SMILES: C=CC(=C)C(Cl)(Cl)Cl
Energy above the lowest of the compared OMol25 structures with the same formula, charge and spin, eV: 2.168
HOMO level, eV: -9.99

Positions of all 13 atoms, in Å:
C  0.946  1.048  0.631
C  -0.643  -1.571  -0.134
C  0.047  0.995  -0.352
C  -1.094  -0.360  -0.156
C  -2.460  0.031  -0.213
Cl  -3.663  -1.254  -0.117
Cl  -2.804  1.368  -1.316
Cl  -2.745  0.809  1.488
H  1.684  1.774  0.609
H  1.013  0.194  1.265
H  -1.265  -2.455  -0.260
H  0.426  -1.936  0.003
H  -0.153  1.629  -1.133

Atom charges from the natural (NBO) analysis, given in e for atoms 1 to 8: atom 1 (C): -0.385, atom 2 (C): -0.349, atom 3 (C): -0.135, atom 4 (C): -0.135, atom 5 (C): -0.065, atom 6 (Cl): 0.046, atom 7 (Cl): 0.050, atom 8 (Cl): -0.073

# 8
C4H9N3O2S | the ωB97M-V functional and the def2-TZVPD basis

Values from the calculation:
Lowest unoccupied orbital energy, eV: 0.59
SMILES: [H]/N=C(\N)N(C)CS.O=C=O
Energy above the lowest of the compared OMol25 structures with the same formula, charge and spin, eV: 0.461
HOMO level, eV: -8.72

Positions of all 19 atoms, in Å:
C  -3.392  0.542  0.224
C  0.330  0.865  0.343
C  2.063  -0.520  -0.741
C  -0.161  -1.261  -0.896
N  1.275  1.810  0.577
N  0.673  -0.175  -0.604
N  -0.780  0.741  1.099
O  -3.810  -0.061  1.078
O  -2.937  1.025  -0.686
S  -0.224  -2.564  0.506
H  2.447  -0.304  -1.690
H  2.685  0.056  -0.116
H  2.050  -1.585  -0.548
H  0.199  -1.784  -1.783
H  1.797  2.180  -0.331
H  0.804  2.397  1.199
H  -0.891  1.479  1.816
H  -1.270  -0.936  -0.854
H  -0.858  -1.905  1.407

Atom charges from the natural (NBO) analysis, given in e for atoms 1 to 8: atom 1 (C): 1.034, atom 2 (C): 0.613, atom 3 (C): -0.417, atom 4 (C): -0.287, atom 5 (N): -0.830, atom 6 (N): -0.465, atom 7 (N): -0.839, atom 8 (O): -0.513